ORCA calculation (ωB97M-V/def2-TZVPD) on 9 unconnected molecules or ions with the total composition C37H73ClF2N2O12S8.

Each line ends with the Mulliken charge.
CARTESIAN COORDINATES (ANGSTROEM)
C: -5.633 -3.675 -3.255  -0.902
C: -4.717 -3.625 -4.510  -0.557
C: -3.241 -3.332 -4.153  0.371
C: -2.391 -4.603 -3.857  -1.064
C: -2.354 -5.041 -2.364  -0.810
C: -1.253 -4.354 -1.505  -0.942
C: -1.497 -2.889 -1.154  0.677
C: -2.660 -2.470 -0.466  1.539
C: -3.743 -3.469 -0.008  -0.539
C: -4.110 -3.123 1.477  -1.341
C: -4.681 -4.329 2.250  0.593
C: -3.612 -5.345 2.705  -1.521
C: -5.457 -3.780 3.501  -1.282
C: -2.888 -1.140 -0.139  -0.046
C: -1.969 -0.152 -0.474  -0.623
C: -0.823 -0.593 -1.137  1.637
C: -0.552 -1.900 -1.473  -1.267
N: 0.725 -2.122 -2.129  0.528
C: 0.600 -2.435 -3.494  0.231
O: -0.418 -2.310 -4.099  -0.290
F: 1.693 -2.833 -4.169  -0.270
C: 1.589 -2.983 -1.418  0.598
O: 2.021 -4.034 -1.764  -0.450
F: 1.982 -2.483 -0.228  -0.299
C: 0.009 0.650 -1.399  -0.724
O: 1.015 0.787 -2.033  -0.437
N: -0.668 1.748 -0.755  -0.026
Cl: 0.203 2.221 0.684  -0.051
C: -1.963 1.346 -0.220  0.023
O: -2.796 2.051 0.254  -0.518
H: -5.554 -4.654 -2.755  0.293
H: -6.688 -3.554 -3.541  0.493
H: -5.327 -2.853 -2.592  0.048
H: -4.832 -4.533 -5.122  0.390
H: -5.070 -2.764 -5.099  0.210
H: -3.127 -2.628 -3.313  -0.151
H: -2.766 -2.840 -5.020  -0.005
H: -2.861 -5.422 -4.432  0.648
H: -1.355 -4.538 -4.221  0.219
H: -2.106 -6.119 -2.370  0.521
H: -3.369 -4.968 -1.956  0.185
H: -1.188 -4.902 -0.547  0.528
H: -0.308 -4.512 -2.041  0.322
H: -4.649 -3.377 -0.618  0.045
H: -3.338 -4.486 0.012  0.082
H: -4.861 -2.319 1.538  0.485
H: -3.213 -2.752 2.004  0.550
H: -5.431 -4.884 1.660  0.265
H: -4.030 -6.048 3.439  0.439
H: -2.718 -4.878 3.146  0.280
H: -3.256 -5.957 1.853  0.381
H: -6.463 -3.501 3.144  0.325
H: -5.504 -4.517 4.323  0.240
H: -4.947 -2.851 3.807  0.350
H: -3.786 -0.826 0.395  0.618
C: -4.198 -4.309 8.721  -0.950
S: -5.542 -4.689 7.587  0.414
O: -4.929 -5.071 6.287  -0.548
C: -6.135 -2.998 7.420  -0.936
H: -3.660 -5.231 8.931  0.317
H: -3.521 -3.587 8.263  0.307
H: -4.608 -3.908 9.648  0.370
H: -5.334 -2.360 7.046  0.287
H: -6.483 -2.639 8.389  0.400
H: -6.963 -2.996 6.714  0.313
C: 5.760 -0.066 -1.176  -0.791
S: 6.413 -1.059 -2.527  0.452
O: 7.085 -0.131 -3.472  -0.636
C: 4.811 -1.481 -3.234  -0.785
H: 6.598 0.341 -0.611  0.410
H: 5.159 0.752 -1.575  0.181
H: 5.154 -0.695 -0.523  0.262
H: 4.270 -0.571 -3.499  0.300
H: 4.239 -2.065 -2.512  0.128
H: 4.980 -2.078 -4.129  0.446
C: 5.922 5.307 0.187  -0.813
S: 4.132 5.152 0.105  0.459
O: 3.646 4.874 1.489  -0.544
C: 4.120 3.593 -0.790  -0.602
H: 6.159 6.209 0.749  0.339
H: 6.346 4.437 0.694  0.133
H: 6.324 5.392 -0.823  0.400
H: 4.662 2.837 -0.220  -0.141
H: 4.582 3.732 -1.768  0.487
H: 3.084 3.280 -0.920  0.294
C: 1.534 8.376 2.432  -0.839
S: 1.023 7.150 3.646  0.576
O: -0.052 7.765 4.471  -0.671
C: 2.540 7.204 4.611  -0.893
H: 0.709 8.531 1.738  0.309
H: 1.772 9.316 2.931  0.331
H: 2.402 8.005 1.887  0.238
H: 2.714 8.219 4.971  0.339
H: 3.375 6.873 3.991  0.280
H: 2.429 6.531 5.459  0.331
C: 0.515 -1.190 -8.020  -1.121
S: -0.461 -0.289 -6.808  0.822
O: -1.866 -0.259 -7.301  -0.733
C: 0.259 1.325 -7.149  -1.142
H: 0.196 -2.231 -8.007  0.305
H: 0.351 -0.771 -9.014  0.403
H: 1.570 -1.130 -7.753  0.377
H: 0.111 1.583 -8.198  0.380
H: 1.323 1.304 -6.912  0.366
H: -0.238 2.060 -6.519  0.319
C: 5.601 2.338 4.312  -0.625
S: 6.261 1.344 2.969  0.402
O: 6.941 2.273 2.018  -0.600
C: 4.663 0.918 2.256  -0.197
H: 6.434 2.748 4.879  0.121
H: 5.001 3.155 3.909  0.185
H: 4.994 1.710 4.964  0.391
H: 4.121 1.826 1.987  0.118
H: 4.088 0.337 2.978  0.446
H: 4.830 0.319 1.365  -0.233
C: -4.904 0.770 -6.762  -0.670
S: -5.984 0.537 -5.344  0.563
O: -6.547 -0.839 -5.435  -0.600
C: -7.268 1.675 -5.889  -1.026
H: -4.041 0.115 -6.650  0.050
H: -5.437 0.517 -7.679  0.342
H: -4.568 1.807 -6.794  0.382
H: -7.651 1.362 -6.861  0.297
H: -6.857 2.683 -5.951  0.367
H: -8.074 1.657 -5.158  0.334
C: 7.467 7.155 6.965  -0.934
S: 7.567 5.579 6.102  0.554
O: 6.376 4.781 6.498  -0.593
C: 8.971 4.944 7.031  -0.921
H: 6.619 7.708 6.565  0.296
H: 7.321 6.984 8.032  0.300
H: 8.383 7.721 6.794  0.365
H: 8.729 4.914 8.094  0.309
H: 9.839 5.581 6.858  0.349
H: 9.186 3.937 6.678  0.299

Cartesian forces, eV/Å:
0.189 -0.460 -0.687
-0.240 0.971 0.724
0.874 -0.610 -0.645
-0.535 -0.244 0.343
0.188 -0.384 -0.816
-0.826 -0.105 0.091
0.487 -0.091 -0.315
-0.734 -0.798 -0.147
0.764 0.949 1.409
-0.356 -0.636 -0.275
-0.243 -0.047 1.218
0.158 -0.248 -0.574
0.256 -0.064 -0.968
-0.218 1.094 0.088
-0.153 -1.227 -0.168
0.304 2.255 0.054
-0.578 0.769 0.366
0.512 -1.919 -0.044
-1.290 0.191 -1.574
0.616 0.149 0.561
0.040 0.394 1.310
1.192 -0.525 0.322
-0.253 0.569 -0.111
-0.774 0.344 -0.558
-0.110 -0.875 -0.007
-0.159 -0.017 0.310
-0.200 0.948 1.070
0.461 0.416 -0.448
0.158 -1.818 -1.088
0.463 -0.160 -0.038
0.073 0.408 0.141
0.322 0.106 0.131
-0.312 -0.285 -0.028
0.188 0.249 0.167
0.027 -0.402 0.017
-0.336 -0.072 -0.263
-0.241 -0.078 0.314
0.261 0.182 0.233
-0.331 0.200 0.019
-0.053 0.364 0.187
0.385 0.122 0.045
0.125 0.132 -0.300
-0.254 0.181 0.293
0.358 -0.330 -0.048
-0.297 0.230 -0.294
0.260 -0.180 -0.231
-0.268 -0.193 -0.083
0.355 0.259 -0.150
0.101 0.259 -0.170
-0.374 0.054 -0.006
-0.082 0.240 0.269
0.232 -0.024 0.404
-0.033 0.626 -0.497
-0.224 -0.388 0.365
0.167 -0.314 -0.178
0.112 0.075 0.031
-0.078 -0.044 0.089
0.101 -0.019 0.244
0.027 0.134 -0.029
-0.067 -0.031 -0.050
-0.042 -0.012 -0.059
-0.036 -0.024 -0.016
0.030 -0.063 -0.013
-0.006 -0.048 0.005
0.022 -0.084 0.001
-0.039 0.124 0.067
0.032 -0.080 0.038
-0.123 0.031 0.010
-0.145 0.056 -0.046
0.039 -0.036 -0.053
0.006 -0.038 -0.071
0.016 -0.078 -0.073
0.056 0.035 0.031
0.060 -0.033 0.006
0.073 -0.006 0.040
0.152 -0.126 0.097
0.045 0.026 -0.032
0.060 -0.048 -0.002
-0.055 -0.165 -0.002
-0.094 0.016 -0.015
-0.084 -0.027 0.025
-0.059 0.022 -0.013
0.063 0.097 0.052
0.001 0.040 0.016
-0.013 0.075 0.026
0.103 0.126 -0.062
-0.026 -0.162 -0.050
0.108 0.096 0.001
0.169 0.076 0.035
-0.035 -0.064 0.053
-0.039 -0.033 0.062
-0.030 -0.074 0.018
-0.092 0.013 -0.019
-0.063 -0.072 -0.035
-0.067 -0.018 -0.047
0.018 -0.025 -0.146
0.109 0.010 0.186
0.070 0.041 -0.095
0.015 0.095 -0.141
-0.046 0.032 0.078
-0.048 0.035 0.033
-0.022 0.008 0.050
-0.035 -0.050 0.002
-0.018 -0.035 0.034
-0.030 -0.078 0.037
-0.028 0.106 -0.019
-0.080 0.006 0.086
-0.158 -0.004 -0.084
-0.160 0.094 -0.071
-0.011 -0.014 -0.011
0.040 -0.017 -0.080
0.042 -0.041 -0.014
0.070 0.063 0.080
0.048 -0.004 0.023
0.091 -0.017 0.053
-0.002 -0.079 -0.058
0.101 0.087 -0.041
-0.043 0.054 -0.048
-0.119 0.042 -0.050
0.003 0.034 0.040
-0.075 -0.016 0.057
0.004 -0.006 0.053
0.050 -0.062 0.012
0.033 -0.021 0.028
0.053 -0.046 0.030
-0.006 0.067 0.123
0.051 0.056 -0.116
0.068 0.006 0.083
0.058 -0.020 0.132
-0.001 -0.072 -0.051
-0.012 -0.067 -0.022
-0.001 -0.028 -0.040
-0.068 0.014 -0.026
-0.023 0.003 -0.044
-0.059 0.028 -0.059

Computed properties:
frontier orbital gap = 7.64 eV
largest force on an atom = 2.276 eV/Å

=====

ORCA calculation (ωB97M-V/def2-TZVPD) on a single C3H6O molecule.

Each line ends with the Mulliken charge.
CARTESIAN COORDINATES (ANGSTROEM)
O: 1.666 -0.513 -0.224  -0.530
C: 0.343 -0.244 -0.605  0.002
C: -0.261 0.981 0.000  -0.403
C: -0.783 -0.385 0.375  -0.588
H: 1.657 -0.996 0.610  0.301
H: 0.158 -0.499 -1.646  0.312
H: -0.886 1.673 -0.555  0.239
H: 0.442 1.433 0.691  0.217
H: -1.753 -0.680 -0.020  0.215
H: -0.584 -0.770 1.374  0.233

Cartesian forces, eV/Å:
0.039 -0.302 0.174
-0.193 0.073 -0.184
0.085 0.233 -0.014
-0.057 -0.142 0.072
0.020 -0.007 -0.179
0.006 0.085 0.206
0.097 -0.192 -0.011
-0.287 0.117 0.047
0.222 0.051 0.067
0.068 0.084 -0.178

Computed properties:
frontier orbital gap = 10.89 eV
SMILES = OC1CC1
largest force on an atom = 0.351 eV/Å
ΔE to the lowest compared entry with this formula, charge and spin = 28.82 kcal per mole

=====

ORCA calculation (ωB97M-V/def2-TZVPD) on a molecular structure, C27H29BeBrClNO7S.

Each line ends with the Mulliken charge.
CARTESIAN COORDINATES (ANGSTROEM)
O: -1.349 -3.163 1.245  -0.462
C: -1.540 -3.831 0.275  0.554
Br: -1.919 -2.917 -1.399  -0.130
C: -1.446 -5.350 0.368  -0.241
O: -0.904 -5.983 -0.803  -0.359
C: 0.371 -6.432 -0.625  0.217
O: 0.714 -7.566 -0.786  -0.429
C: 1.401 -5.371 -0.231  0.638
C: 1.449 -4.206 -0.970  -0.463
C: 2.341 -3.243 -0.618  -0.578
N: 3.158 -3.451 0.412  0.134
C: 3.148 -4.559 1.126  -0.334
C: 2.264 -5.567 0.836  -0.473
H: -2.470 -5.726 0.448  0.391
H: -0.919 -5.635 1.278  0.251
H: 0.765 -4.092 -1.800  0.776
H: 2.365 -2.319 -1.178  0.498
H: 3.816 -2.711 0.636  0.290
H: 3.855 -4.673 1.937  0.427
H: 2.223 -6.511 1.439  0.452
Cl: 1.288 -6.218 2.943  -0.177
C: -2.092 1.223 -0.098  0.055
S: -3.333 0.636 -1.280  0.694
O: -2.662 0.472 -2.576  -0.550
C: -4.258 2.186 -1.331  -0.875
H: -1.365 0.429 0.078  0.410
H: -1.578 2.103 -0.498  -0.440
H: -2.606 1.473 0.869  0.277
H: -3.600 2.998 -1.659  0.430
H: -4.676 2.401 -0.328  0.036
H: -5.081 2.081 -2.038  0.398
Be: -3.212 3.098 1.109  0.631
C: -7.275 0.338 0.653  -0.918
C: -7.324 1.227 1.885  0.390
C: -8.677 1.160 2.571  -1.340
O: -7.033 2.582 1.504  -0.553
H: -8.014 0.648 -0.090  0.344
H: -6.295 0.419 0.180  -0.008
H: -7.458 -0.707 0.904  0.405
H: -6.543 0.924 2.586  0.251
H: -9.468 1.503 1.900  0.363
H: -8.695 1.810 3.446  0.335
H: -8.909 0.143 2.888  0.378
H: -7.715 2.868 0.885  0.367
C: 0.826 3.160 -0.854  -0.675
C: 0.989 1.842 -1.276  -0.026
C: 2.253 1.288 -1.327  -1.133
C: 3.362 2.039 -0.970  0.396
C: 3.203 3.365 -0.575  0.229
C: 1.931 3.921 -0.508  -0.862
C: 4.391 4.204 -0.237  0.551
O: 4.247 5.354 0.110  -0.626
C: 5.741 3.591 -0.344  0.183
C: 6.863 4.368 -0.089  -0.546
C: 8.127 3.807 -0.171  -0.512
C: 8.276 2.463 -0.501  -0.522
C: 7.163 1.683 -0.762  -0.551
C: 5.893 2.243 -0.694  0.204
C: 4.711 1.407 -1.009  0.586
O: 4.823 0.228 -1.297  -0.715
H: -0.164 3.601 -0.801  0.212
H: 0.138 1.238 -1.562  0.828
H: 2.382 0.264 -1.650  0.621
H: 1.808 4.948 -0.189  0.506
H: 6.749 5.412 0.171  0.487
H: 8.999 4.416 0.023  0.419
H: 9.265 2.027 -0.558  0.418
H: 7.281 0.640 -1.023  0.468

Cartesian forces, eV/Å:
-0.272 -0.261 -0.555
0.764 0.631 1.259
-0.045 -0.495 -0.010
-0.720 -0.133 -0.956
0.426 -0.024 0.346
0.506 -0.797 0.226
-0.322 0.924 -0.066
-1.199 -0.566 -0.158
-0.456 -0.569 -0.234
-0.501 0.580 -0.967
0.602 0.971 -0.112
0.699 -0.706 1.147
-0.295 -0.509 -0.369
0.034 0.037 0.035
0.094 0.258 -0.019
0.115 0.249 -0.049
0.465 0.179 0.301
0.105 -0.075 0.085
0.023 0.295 0.021
0.814 0.001 -0.985
-0.703 0.195 0.954
-0.010 0.395 -0.276
-0.621 -0.462 -0.142
0.240 0.205 0.184
0.460 0.255 0.129
-0.021 0.065 0.395
-0.006 -0.010 -0.089
0.058 -0.655 0.131
0.038 -0.071 -0.148
-0.312 -0.173 -0.007
-0.118 0.057 0.122
-0.207 0.285 -0.019
0.151 -0.025 -0.012
-0.609 -0.066 -0.326
0.035 0.139 0.165
0.652 -0.023 0.060
-0.096 -0.003 0.102
0.111 -0.122 -0.041
0.008 0.006 -0.022
0.066 0.178 0.002
0.022 -0.097 -0.070
0.038 -0.046 0.023
-0.012 0.008 -0.024
-0.087 0.034 0.072
0.184 -0.186 0.005
-0.021 0.097 0.108
-0.238 -0.163 -0.014
0.045 0.124 0.024
-0.055 -0.118 -0.048
-0.233 0.043 0.017
0.184 0.366 0.112
-0.106 -0.036 -0.001
-0.057 -0.186 -0.077
0.126 0.080 0.033
-0.018 -0.096 -0.017
-0.016 0.063 0.022
0.137 -0.021 0.003
-0.113 0.108 0.008
0.290 -0.255 -0.073
-0.156 -0.093 0.146
0.042 0.120 -0.083
0.034 0.038 -0.167
0.134 0.045 -0.046
0.157 0.017 -0.016
-0.121 -0.020 0.004
-0.006 -0.001 0.001
-0.004 0.007 -0.005
-0.103 0.005 -0.038

Computed properties:
charge = +2
frontier orbital gap = 1.42 eV
largest force on an atom = 1.603 eV/Å

=====

ORCA calculation (ωB97M-V/def2-TZVPD) on a molecular structure, ClHNO2S.

Each line ends with the Mulliken charge.
CARTESIAN COORDINATES (ANGSTROEM)
N: -1.180 -0.093 -0.388  -0.547
O: 1.676 -0.791 -1.005  -0.520
O: 1.090 -0.412 1.251  -0.557
S: 1.011 0.108 -0.089  0.529
Cl: -1.656 1.581 -0.412  -0.202
H: -0.941 -0.393 0.643  0.297

Cartesian forces, eV/Å:
2.200 -1.366 2.011
0.187 -0.507 -1.149
-0.338 -0.416 2.038
-0.240 1.096 -1.454
-0.095 0.017 0.444
-1.713 1.176 -1.889

Computed properties:
charge = -1
frontier orbital gap = 7.62 eV
largest force on an atom = 3.279 eV/Å
ΔE to the lowest compared entry with this formula, charge and spin = 40.37 kcal per mole

=====

What is the frontier orbital gap in the first record? 7.64 eV